[1]
Entry from OMol25: a cluster of 2 separate species, CH2BF3 in total (wB97M-V/def2-TZVPD).

The total charge is 0. The LUMO energy (alpha / beta) is -0.6623 / -1.7699 eV. As for the energy above the lowest of the compared OMol25 structures with the same formula, charge and spin: 146.1 kcal per mole. The value obtained for the orbital gap (alpha / beta) is 10.53 / 6.95 eV. The calculation puts the HOMO energy (alpha / beta) at -11.19 / -8.72 eV. Its energy is -9892.29891 eV.

Geometry as XYZ:
```
7
Properties=species:S:1:pos:R:3:forces:R:3
B 0.679688 1.819569 -0.610497 -2.437 0.164 -0.009
C -0.442465 -1.404407 0.243356 0.146 -2.029 3.665
F 0.554141 -2.302420 0.081481 -0.829 1.249 -0.552
F -0.208496 -0.757233 1.437902 -0.164 -0.185 -1.973
F -1.584274 -2.117431 0.461545 0.932 1.112 -1.102
H -0.495442 2.238291 -0.635564 0.990 -0.782 0.247
H 1.496848 2.523631 -0.978222 1.362 0.472 -0.276
```
Positions in Å, forces in eV/Å.

Formally, the natural (NBO) partial charges of the atoms, in units of the elementary charge, are as follows:
1. B 0.34
2. C 0.98
3. F -0.32
4. F -0.34
5. F -0.33
6. H -0.15
7. H -0.17



[2]
Entry from OMol25: a structure of composition C8H5Cl2FeNO3Ti (wB97M-V/def2-TZVPD).

The total charge is +4. The LUMO energy (alpha / beta) is -16.6040 / -20.2288 eV. As for the energy above the lowest of the compared OMol25 structures with the same formula, charge and spin: 11.3 kcal per mole. The value obtained for the orbital gap (alpha / beta) is 6.13 / 2.50 eV. As for the multiplicity: 7. The calculation puts the HOMO energy (alpha / beta) at -22.73 / -22.73 eV. Its expectation value of S² is 12.03. Its energy is -98503.77053 eV.

Geometry as XYZ:
```
21
Properties=species:S:1:pos:R:3:forces:R:3
Fe -2.586589 -1.657268 -3.293682 2.294 4.161 -0.205
Ti 1.381047 -0.931417 -0.338376 5.208 4.158 -1.933
Cl -1.958632 0.289202 -3.855832 0.168 0.355 -0.038
Cl 3.333479 -1.716292 -0.957253 -1.672 0.359 0.500
C 0.284603 -2.211434 0.488845 -7.206 -8.852 5.445
C -3.943012 -2.120547 -4.420804 -10.023 -4.342 -5.516
C -2.231780 -3.080326 -2.161559 2.264 -7.317 6.483
O -0.424146 -3.015677 0.999216 4.378 4.974 -3.009
O -4.924536 -2.593356 -4.835543 5.676 2.841 2.104
O -1.977106 -3.925146 -1.415319 -1.394 3.943 -3.752
C 1.259232 2.780614 2.610400 0.173 -0.296 -0.086
C 2.409527 2.278055 1.996051 0.669 -0.128 -0.351
C 2.314792 1.261854 1.057379 -0.490 0.098 0.639
N 1.090609 0.701557 0.776045 0.151 -0.115 -0.775
C -0.056167 1.223497 1.308261 0.475 0.461 0.693
C 0.019255 2.246481 2.251386 -0.715 -0.540 -0.483
H 1.333025 3.570031 3.363341 -0.036 -0.220 -0.231
H 3.395194 2.670259 2.241971 -0.195 -0.001 -0.078
H 3.167518 0.835265 0.517191 -0.005 0.283 0.376
H -0.990505 0.783419 0.954377 0.141 0.188 0.380
H -0.895809 2.611230 2.713906 0.140 -0.009 -0.162
```
Positions in Å, forces in eV/Å.

Formally, the natural (NBO) partial charges of the atoms, in units of the elementary charge, are as follows:
1. Fe 1.34
2. Ti 1.47
3. Cl 0.17
4. Cl -0.09
5. C 0.37
6. C 0.35
7. C 0.37
8. O -0.20
9. O -0.08
10. O -0.14
11. C -0.01
12. C -0.18
13. C 0.05
14. N -0.63
15. C 0.05
16. C -0.18
17. H 0.30
18. H 0.30
19. H 0.25
20. H 0.21
21. H 0.29



[3]
Entry from OMol25: a structure of composition C40H52BMgN6PS3 (wB97M-V/def2-TZVPD).

The total charge is +2. The LUMO energy is -5.6992 eV. The value obtained for the orbital gap is 7.80 eV. The calculation puts the HOMO energy at -13.50 eV. Its energy is -99172.65986 eV.

Geometry as XYZ:
```
104
Properties=species:S:1:pos:R:3:forces:R:3
Mg 0.138992 -0.670708 0.296070 0.001 0.045 -0.497
C 1.193306 4.761817 -0.055515 -0.058 0.013 -0.046
C 0.512163 4.188555 -1.260328 0.150 0.007 0.220
C 0.136227 4.952139 -2.310387 -0.007 0.156 -0.140
C -0.476498 4.385843 -3.465795 -0.079 -0.063 -0.054
N -0.779173 3.120291 -3.502903 0.161 0.059 0.202
N -0.445955 2.363465 -2.418898 -0.193 -0.263 -0.391
B -0.947407 0.931129 -2.512863 0.057 -0.136 0.027
N -2.320187 0.703496 -1.864796 0.417 0.199 -0.219
N -3.078058 1.780449 -2.194492 -0.077 -0.139 0.169
C -4.330614 1.783983 -1.848641 -0.041 0.053 0.028
C -4.888353 0.684006 -1.144062 -0.145 0.160 0.013
C -4.136263 -0.393369 -0.815415 -0.010 -0.250 0.070
C -4.710418 -1.569274 -0.088481 0.043 0.050 -0.057
C -2.756167 -0.378733 -1.201647 -0.014 -0.134 0.036
S -1.745175 -1.733087 -0.873741 -0.120 0.150 0.112
C -5.179304 2.986642 -2.223146 -0.009 -0.079 0.006
C -4.342457 4.026880 -2.958892 0.033 0.018 -0.065
C -5.757756 3.607444 -0.943426 0.007 0.010 0.044
C -6.319059 2.504686 -3.135396 -0.029 0.010 0.005
N 0.086081 -0.167319 -2.741422 -0.229 0.403 0.016
N -0.625667 0.176635 -3.837871 0.053 0.047 0.282
C -0.431612 -0.344505 -5.011147 0.004 -0.113 -0.053
C 0.661320 -1.255068 -5.084707 -0.008 0.011 -0.123
C 1.429093 -1.580101 -4.010836 0.136 -0.076 0.104
C 2.581560 -2.519091 -4.135619 -0.036 0.044 0.087
C 1.095970 -1.025792 -2.703835 0.028 -0.206 -0.018
S 1.880507 -1.506149 -1.285724 0.013 -0.112 -0.027
C -1.323152 -0.019066 -6.176664 -0.011 -0.027 0.000
C -1.896392 -1.346329 -6.705345 -0.001 0.031 -0.057
C -2.465889 0.893117 -5.735593 -0.041 0.040 0.004
C -0.465647 0.655067 -7.259808 -0.047 -0.003 -0.027
C 0.227059 2.784697 -1.342994 0.061 -0.041 0.034
S 0.808755 1.731545 -0.134802 -0.247 0.150 0.229
C -0.762303 5.262037 -4.676855 0.054 -0.032 0.080
C 0.574307 5.837324 -5.169826 0.067 0.002 0.000
C -1.409059 4.472019 -5.807239 -0.040 -0.014 -0.010
C -1.691110 6.409255 -4.259193 -0.034 0.052 0.008
H 1.494173 5.790067 -0.246337 -0.024 -0.005 0.013
H 0.518609 4.749706 0.804228 0.022 -0.040 -0.012
H 2.068883 4.176713 0.221249 0.013 -0.003 -0.035
H 0.321975 6.018689 -2.284434 0.020 -0.037 -0.025
H -5.933527 0.712071 -0.859511 0.039 0.006 -0.029
H -5.741524 -1.371736 0.198016 0.010 -0.001 -0.008
H -4.683141 -2.462355 -0.714887 0.016 0.016 -0.022
H -4.123218 -1.793479 0.800473 0.011 0.008 0.028
H -3.475007 4.329272 -2.368884 -0.032 0.019 0.004
H -3.978237 3.637195 -3.912226 0.000 0.017 0.050
H -4.955289 4.907972 -3.156425 0.011 -0.027 -0.006
H -4.961356 3.984237 -0.296029 -0.038 -0.026 -0.041
H -6.405001 4.445840 -1.204074 0.018 -0.016 -0.016
H -6.359998 2.897700 -0.371529 0.025 0.014 -0.036
H -5.928140 1.999901 -4.022129 -0.005 0.027 0.024
H -6.999667 1.821162 -2.622607 0.039 0.024 -0.016
H -6.905532 3.363022 -3.466989 0.009 -0.028 0.017
H 0.887316 -1.698204 -6.045087 -0.010 0.003 0.011
H 2.729079 -2.818456 -5.169967 0.004 0.004 0.005
H 3.492063 -2.049689 -3.759614 0.004 -0.002 -0.001
H 2.413494 -3.406323 -3.522758 -0.010 0.005 0.009
H -2.458101 -1.874521 -5.932351 0.007 0.022 -0.011
H -2.576573 -1.127409 -7.529223 0.010 -0.016 0.014
H -1.121468 -2.012457 -7.087367 -0.016 0.026 0.008
H -3.134728 0.376093 -5.039991 0.038 0.015 -0.026
H -2.102885 1.803543 -5.255904 -0.006 -0.047 -0.032
H -3.050114 1.174168 -6.612256 -0.014 -0.002 0.027
H 0.338048 0.004008 -7.608387 -0.026 0.012 0.016
H -1.095911 0.889774 -8.118222 0.013 -0.002 0.017
H -0.023210 1.582953 -6.896588 -0.002 0.018 0.013
H 1.275026 5.041464 -5.433484 -0.024 0.023 -0.002
H 0.399441 6.442445 -6.060257 0.009 -0.002 0.024
H 1.049493 6.479306 -4.425154 -0.016 -0.030 -0.021
H -0.788078 3.629409 -6.109516 0.020 -0.011 -0.018
H -2.389435 4.089917 -5.521939 0.003 -0.007 0.006
H -1.536405 5.126916 -6.669939 -0.016 -0.015 0.016
H -1.254506 7.033516 -3.477303 -0.015 -0.012 -0.023
H -1.878823 7.052407 -5.120015 0.010 -0.010 0.012
H -2.651926 6.033472 -3.904759 0.013 -0.001 -0.004
C -0.719682 -1.330203 4.169091 -0.010 -0.014 -0.118
P -0.469318 -0.240208 2.729098 0.246 0.248 0.076
C 0.891983 0.867602 3.186695 -0.034 -0.061 0.083
C 2.172683 0.444404 2.828822 0.053 0.143 0.009
C 3.282850 1.215187 3.143624 -0.045 -0.015 0.013
C 3.114837 2.419217 3.813758 -0.022 -0.015 -0.014
C 1.842974 2.842100 4.180211 0.027 -0.003 -0.018
C 0.733968 2.068589 3.872760 -0.045 -0.020 0.095
C -1.994040 0.738274 2.595837 -0.165 -0.185 -0.097
C -3.198706 0.091247 2.884544 0.007 0.093 0.065
C -4.409963 0.738779 2.691152 -0.032 0.049 -0.001
C -4.434504 2.032276 2.186597 0.002 -0.038 0.006
C -3.242836 2.676846 1.881352 0.025 -0.045 0.034
C -2.027339 2.035592 2.080259 0.110 0.034 -0.075
H -1.276601 -2.228916 3.911255 -0.026 0.016 -0.030
H -1.249741 -0.774977 4.941327 0.027 -0.012 0.075
H 0.259815 -1.624710 4.541873 0.020 -0.015 -0.008
H 2.316861 -0.500459 2.310932 0.005 -0.022 -0.013
H 4.272992 0.876517 2.870221 -0.002 0.001 -0.007
H 3.977125 3.024928 4.059551 -0.008 -0.007 -0.001
H 1.715930 3.773164 4.717101 0.001 -0.014 -0.002
H -0.249729 2.396947 4.184439 -0.009 0.003 -0.024
H -3.199444 -0.913728 3.289110 -0.004 0.002 -0.017
H -5.333738 0.237245 2.951543 0.013 0.007 -0.015
H -5.379991 2.542088 2.047205 0.031 -0.006 0.021
H -3.256334 3.691907 1.504038 0.012 -0.005 0.009
H -1.102104 2.548800 1.838068 -0.092 -0.060 0.033
```
Positions in Å, forces in eV/Å.

These are the Löwdin partial charges, in e, on atoms 1 to 99:
1. Mg 0.19
2. C -0.04
3. C -0.23
4. C 0.08
5. C -0.19
6. N 0.20
7. N 0.04
8. B -0.62
9. N 0.07
10. N 0.20
11. C -0.19
12. C 0.08
13. C -0.23
14. C -0.05
15. C -0.56
16. S 0.73
17. C -0.54
18. C -0.06
19. C -0.03
20. C -0.02
21. N 0.10
22. N 0.25
23. C -0.11
24. C 0.10
25. C -0.19
26. C -0.04
27. C -0.63
28. S 0.72
29. C -0.53
30. C -0.02
31. C -0.03
32. C -0.01
33. C -0.55
34. S 0.76
35. C -0.54
36. C -0.03
37. C -0.05
38. C -0.02
39. H 0.09
40. H 0.09
41. H 0.07
42. H 0.13
43. H 0.14
44. H 0.09
45. H 0.09
46. H 0.07
47. H 0.08
48. H 0.08
49. H 0.10
50. H 0.08
51. H 0.10
52. H 0.08
53. H 0.09
54. H 0.09
55. H 0.10
56. H 0.14
57. H 0.09
58. H 0.10
59. H 0.10
60. H 0.10
61. H 0.10
62. H 0.09
63. H 0.09
64. H 0.05
65. H 0.10
66. H 0.09
67. H 0.10
68. H 0.08
69. H 0.10
70. H 0.10
71. H 0.09
72. H 0.07
73. H 0.07
74. H 0.10
75. H 0.09
76. H 0.10
77. H 0.07
78. C -0.21
79. P 0.94
80. C -0.42
81. C -0.13
82. C -0.06
83. C -0.05
84. C -0.05
85. C -0.08
86. C -0.37
87. C -0.10
88. C -0.07
89. C -0.07
90. C -0.07
91. C -0.10
92. H 0.05
93. H 0.07
94. H 0.06
95. H 0.10
96. H 0.12
97. H 0.12
98. H 0.12
99. H 0.11